124
Properties=species:S:1:pos:R:3:forces:R:3 method="wB97M-V/def2-TZVPD" fmax_ev_per_a=7.7 total_charge=0 lumo_ha=0.00592 e_above_lowest_kcal_mol=18.6 smiles="CCOC(C)=O.CCOC(C)=O.CCOC(C)=O.CCOC(C)=O.CCOC(C)=O.CCOC(C)=O.O=C1OCCO1.O=C1OCCO1.O=C1OCCO1.O=C1OCCO1"
C -4.69367 5.03538 -5.60185 -0.834 0.410 -1.146
C -3.25619 4.79600 -5.47846 0.587 0.807 -1.907
O -3.02418 3.67098 -4.68363 -2.453 0.958 0.765
C -1.81212 3.53309 -4.35755 4.664 -3.575 1.053
C -1.60871 2.22053 -3.54362 -0.590 0.983 -0.207
O -0.81882 4.11169 -4.76950 -1.290 0.614 0.345
H -5.07450 4.09932 -6.01032 -0.923 -0.043 0.810
H -4.83861 5.70613 -6.44873 0.067 0.333 0.017
H -5.16321 5.52630 -4.74942 -0.225 -0.711 0.116
H -2.90089 4.45415 -6.45056 0.255 0.596 -0.329
H -2.69511 5.68729 -5.19758 0.207 -0.318 0.377
H -1.24275 2.49474 -2.55418 0.307 -0.150 -0.224
H -0.93982 1.60029 -4.14026 0.208 0.066 0.377
H -2.53611 1.66516 -3.40357 -0.102 0.161 -0.092
C 2.35056 1.37382 -4.54287 -0.382 -0.437 -1.041
C 2.80154 2.13002 -3.35991 0.194 0.529 0.684
O 3.08372 3.50470 -3.76271 -0.017 0.333 1.211
C 3.10885 4.48524 -2.81590 0.260 0.910 1.919
C 3.54207 5.85356 -3.38581 -0.476 -1.025 0.491
O 2.78972 4.40123 -1.62891 0.309 -1.042 -2.131
H 1.36156 1.76992 -4.77325 -0.066 -0.334 -0.398
H 2.29383 0.31472 -4.29148 -0.302 -0.030 0.121
H 2.96517 1.41505 -5.44212 0.209 0.356 0.163
H 1.96651 2.05115 -2.66379 0.247 0.615 0.272
H 3.67402 1.69722 -2.87046 0.237 0.236 -0.050
H 4.54733 5.82185 -3.80596 -0.493 -0.218 -0.892
H 3.60728 6.65787 -2.65305 -0.403 -0.543 0.461
H 2.66012 6.03743 -3.99937 0.666 0.582 -0.933
C 0.95573 -2.26527 0.57776 -1.590 0.068 0.277
C 1.35720 -0.99937 1.31541 0.469 -2.178 1.290
O 1.32533 0.00544 0.38899 0.822 2.340 -1.947
C 0.67312 1.14161 0.66147 -2.212 -0.783 2.311
C 0.48542 2.09227 -0.40339 0.433 2.146 -1.534
O 0.06600 1.33265 1.71204 1.191 -0.547 -0.285
H 1.47122 -2.49800 -0.35402 0.520 0.243 0.274
H -0.07084 -2.06182 0.27302 -0.268 -0.345 -0.164
H 0.91300 -3.14144 1.22475 0.243 0.043 0.019
H 0.71201 -0.70877 2.14448 -0.171 -0.540 0.001
H 2.35043 -1.18553 1.72399 0.222 0.621 0.002
H 0.01798 1.73262 -1.32005 0.204 -0.449 0.251
H 1.39415 2.62312 -0.68711 0.397 -0.315 -0.154
H -0.10753 2.91876 -0.01170 -0.288 -0.275 0.035
C 4.38985 -9.46681 2.97722 -0.575 -0.095 1.535
C 4.85312 -8.03482 2.78649 1.724 -1.997 -1.366
O 3.86712 -7.02921 2.69771 0.673 -0.593 -1.080
C 3.40928 -6.49160 3.79931 -1.231 0.912 1.925
C 2.59397 -5.26531 3.55697 0.454 0.774 -1.205
O 3.58345 -6.85004 4.93766 0.698 -0.850 -0.286
H 3.76857 -9.75906 2.13063 -0.441 0.043 0.383
H 3.94202 -9.58711 3.96366 -0.614 -0.244 -0.235
H 5.21019 -10.18452 2.98161 0.434 0.383 -0.155
H 5.74891 -7.76244 3.34459 -0.569 0.278 0.701
H 5.26970 -8.26347 1.80554 -0.036 1.629 -0.678
H 3.15630 -4.44167 3.99683 -0.279 0.021 0.501
H 1.57791 -5.32333 3.94727 0.351 0.038 0.025
H 2.62154 -5.00964 2.49774 -0.505 -0.179 -0.128
C -4.96223 3.47960 -0.77896 -0.697 0.179 0.922
C -3.73843 4.21280 -0.26467 -0.513 -0.086 -0.465
O -3.55027 5.46383 -0.95317 -0.066 -0.546 -0.236
C -2.82229 6.43925 -0.42296 0.482 0.860 4.215
C -2.90546 7.64809 -1.30725 0.430 -0.098 -0.315
O -2.29375 6.41863 0.72133 -1.319 -0.428 -3.590
H -4.97396 3.02518 -1.76964 0.365 0.046 0.163
H -5.88091 4.04751 -0.63198 0.113 0.615 -0.469
H -5.13023 2.77445 0.03508 0.173 -0.913 -0.447
H -3.96813 4.37495 0.78844 0.777 0.258 0.049
H -2.86187 3.59206 -0.45019 0.182 0.137 0.463
H -3.37152 8.53805 -0.88432 -0.253 -0.433 0.493
H -3.47529 7.31571 -2.17495 0.397 0.509 -0.289
H -1.88629 7.97956 -1.50603 -0.004 -0.169 -0.489
C -3.52696 -2.29713 -6.96294 -0.343 0.059 1.255
C -4.03826 -1.93862 -5.52500 -0.727 0.758 -2.846
O -3.07686 -2.04366 -4.48980 -3.568 -1.499 -0.575
C -2.14067 -1.19131 -4.49652 4.522 -0.074 2.438
C -1.36092 -1.33131 -3.18215 -0.432 0.728 1.052
O -1.68431 -0.53512 -5.38497 -0.744 1.011 -1.065
H -3.05786 -3.27941 -6.90649 -0.007 0.043 -0.664
H -2.87501 -1.50800 -7.33755 0.430 -0.363 0.385
H -4.37903 -2.21869 -7.63816 -0.185 -0.687 0.075
H -4.35217 -0.91541 -5.73141 0.170 0.496 0.997
H -4.96689 -2.43912 -5.25069 0.542 -0.525 0.245
H -0.34232 -1.67594 -3.36038 -0.068 0.330 -0.031
H -1.80461 -1.90114 -2.36574 -0.304 -0.914 -0.692
H -1.40847 -0.38270 -2.64739 0.756 0.579 -0.528
O -1.76528 -8.11615 1.42329 0.071 1.537 1.121
C -1.58357 -7.27618 2.27903 -1.029 -1.066 -2.497
O -2.10331 -6.02745 2.32146 -1.565 -1.884 -1.679
C -1.52185 -5.39292 3.37885 0.855 2.184 1.849
C -0.98920 -6.48811 4.31297 0.579 2.393 -0.782
O -0.78446 -7.42388 3.29728 1.102 -3.019 1.481
H -0.65790 -4.89354 2.94033 0.089 0.708 0.454
H -2.24108 -4.71092 3.83236 0.305 0.113 -0.032
H -1.63963 -6.68305 5.16564 -0.078 -0.894 -0.338
H 0.01610 -6.21782 4.63611 -0.382 -0.030 0.562
O -0.77252 -3.13092 6.47707 3.348 4.768 -0.715
C -0.08005 -2.05037 6.30231 -4.471 -6.272 0.738
O 0.17892 -1.18254 7.22429 -0.593 0.094 2.034
C 0.94508 -0.13445 6.72422 1.413 0.737 -0.554
C 0.90427 -0.39001 5.19514 0.643 1.483 1.188
O 0.38127 -1.68717 5.14119 0.060 -0.417 -1.970
H 0.53496 0.82730 7.03237 -0.159 -0.154 -0.105
H 1.95327 -0.22673 7.12816 0.058 0.046 0.036
H 1.89431 -0.38067 4.73925 -0.168 0.107 -0.093
H 0.24284 0.38230 4.80252 -0.123 -0.540 -0.741
O -3.76738 1.47816 5.06021 2.826 2.760 -1.313
C -2.81542 2.21398 4.79431 -2.089 -0.711 0.076
O -1.61008 2.10820 5.37041 -0.264 -1.395 0.371
C -0.72733 3.00191 4.81276 2.651 2.284 0.250
C -1.50616 3.84215 3.80939 2.331 -0.932 -0.216
O -2.74737 3.30083 3.91067 -4.054 -1.836 0.968
H -0.24889 3.60914 5.58119 -0.491 0.126 0.497
H 0.16167 2.62898 4.30413 -0.347 -1.200 -0.067
H -1.10246 3.50064 2.85624 -0.063 0.990 -0.447
H -1.42670 4.91082 4.00873 -0.438 -0.085 -0.284
O 4.66124 -0.85616 3.35886 0.490 0.490 -2.650
C 4.77151 -0.79260 2.13937 -1.167 -2.740 3.436
O 4.81291 0.26196 1.39504 0.951 2.111 0.666
C 4.85909 -0.10129 0.07039 -0.670 0.485 -3.344
C 4.81780 -1.58240 0.00247 -0.140 -1.766 0.450
O 4.69941 -1.89758 1.34481 0.148 -0.780 3.004
H 3.94247 0.28434 -0.37593 0.390 0.479 -0.419
H 5.77452 0.12379 -0.47681 -0.113 1.279 0.398
H 5.75340 -2.05130 -0.30226 -0.152 0.102 -0.681
H 3.93782 -2.06444 -0.42337 0.221 0.361 -0.844